Record 1
{
  "formula": "C5H8O5",
  "method": "ωB97M-V/def2-TZVPD",
  "symbols": ["O", "C", "C", "O", "O", "C", "C", "C", "O", "H", "H", "H", "H", "H", "H", "O", "H", "H"],
  "xyz": [[-1.2929, 0.4710, 3.8821], [-2.0950, 0.0636, 3.0907], [-1.9113, 0.1833, 1.5694], [-2.7057, -0.3063, 0.8065], [-0.7984, 0.8063, 1.2506], [-0.4638, 0.9630, -0.1349], [0.3756, -0.1899, -0.6153], [1.1625, 0.0281, -1.8562], [1.7220, -0.1228, -0.1853], [-2.9830, -0.5379, 3.3746], [-1.3787, 1.0379, -0.7358], [0.0940, 1.9043, -0.1905], [-0.0895, -1.1788, -0.5135], [0.6798, -0.4010, -2.7428], [1.4494, 1.0577, -2.1015], [2.5289, -1.5267, -1.8781], [2.4583, -1.1207, -0.6435], [3.2477, -1.1310, -2.3766]],
  "atomic_forces_ev_per_a": [[-0.39, 0.01, -0.24], [0.41, -0.35, 0.27], [-0.37, -0.33, -0.10], [0.07, 0.10, 0.08], [0.34, 0.37, 0.24], [-0.24, -0.01, -0.12], [0.93, 0.86, -0.92], [-2.96, 0.40, -0.75], [1.49, -1.01, 1.31], [0.04, 0.29, -0.10], [0.14, -0.05, 0.15], [-0.04, -0.32, 0.02], [0.05, 0.28, -0.04], [1.33, -0.90, -0.10], [0.24, -0.41, 0.75], [-0.50, 0.44, 1.72], [-0.88, 0.57, -2.36], [0.34, 0.04, 0.19]],
  "homo_lumo_gap_ev": 9.1,
  "relative_energy_kcal_mol": 138.7
}



Record 2
{
  "formula": "C5H8O8P",
  "method": "ωB97M-V/def2-TZVPD",
  "symbols": ["C", "C", "C", "C", "C", "O", "O", "O", "O", "O", "O", "O", "O", "P", "H", "H", "H", "H", "H", "H", "H", "H"],
  "xyz": [[-0.9607, 0.0423, 0.3486], [0.4147, -0.6442, 0.0118], [0.9050, 1.5698, 0.2026], [-0.4784, 1.4260, 0.8440], [0.1299, -1.6811, -1.0330], [-1.3082, -0.8071, 3.8942], [-2.4479, 1.3799, 2.8308], [-1.6912, -0.6398, 1.2935], [1.1857, 0.3775, -0.5544], [-0.0803, 0.8858, 2.4132], [1.9743, 1.6229, 1.1439], [-1.1291, 2.4784, 0.8906], [-0.2095, -1.1017, -2.2855], [-1.4168, 0.1371, 2.7590], [-1.5949, -0.0695, -0.4691], [0.8070, -1.1285, 0.8406], [1.2024, 2.4012, -0.4484], [-0.8384, -2.2556, -0.8889], [0.9534, -2.3211, -1.3076], [1.8824, 1.2846, 2.0262], [-2.1291, 1.9748, 2.1595], [0.5222, -0.4324, -2.2755]],
  "atomic_forces_ev_per_a": [[2.01, -0.36, 0.43], [-2.92, 0.30, -1.62], [3.57, -1.27, 1.32], [1.36, 0.00, -1.42], [-2.07, -1.54, -1.44], [-0.99, 0.75, -0.72], [-0.63, -2.96, 1.77], [-0.52, 0.06, 3.45], [-0.47, 0.28, -0.27], [-0.50, -0.48, -0.59], [1.02, 1.39, -0.97], [-1.62, 1.14, 0.21], [1.48, 1.93, -0.19], [0.84, -0.32, 0.51], [-0.60, 1.07, -2.15], [1.08, -0.52, 1.94], [-1.22, -0.02, 0.07], [1.52, 0.12, 1.04], [0.53, -0.70, 0.84], [-1.29, -0.46, 0.31], [0.51, 1.64, -1.56], [-1.07, -0.07, -0.97]],
  "homo_lumo_gap_ev": 8.8,
  "relative_energy_kcal_mol": 48.6,
  "total_charge": -1
}



Record 3
{
  "formula": "C5H8OS",
  "method": "ωB97M-V/def2-TZVPD",
  "symbols": ["C", "C", "C", "C", "C", "O", "S", "H", "H", "H", "H", "H", "H", "H", "H"],
  "xyz": [[-1.0733, -2.1683, -1.3019], [-1.4443, -1.2202, -0.0563], [-1.4764, 0.2692, -0.5356], [-0.6254, 1.1708, -0.2491], [0.5934, 1.2469, 0.5912], [0.9537, 2.1134, 1.3311], [1.5691, -0.2780, 0.2795], [-1.5943, -1.7563, -2.2690], [-1.3908, -3.2585, -1.1103], [0.0088, -2.1582, -1.5251], [-0.5573, -1.3421, 0.6695], [-2.2167, -1.4821, 0.6752], [-2.3901, 0.5477, -1.1016], [-0.8688, 2.0558, -0.6414], [0.4298, -0.8565, -0.5072]],
  "atomic_forces_ev_per_a": [[-2.24, -0.11, -0.36], [2.45, 0.10, 0.29], [-3.28, -4.63, 0.33], [2.17, 1.37, 1.75], [0.68, -2.12, -0.26], [-0.38, 0.03, -0.38], [-1.50, -0.28, -1.12], [0.82, -0.99, 1.80], [0.47, 1.73, -0.40], [-0.49, -0.06, 0.19], [-1.51, 0.25, -0.95], [-0.73, -0.13, -1.14], [0.83, -0.23, 0.17], [-0.67, 3.81, -1.30], [3.36, 1.26, 1.37]],
  "homo_lumo_gap_ev": 10.0,
  "relative_energy_kcal_mol": 55.8
}



Record 4
{
  "formula": "C5H8OS",
  "method": "ωB97M-V/def2-TZVPD",
  "symbols": ["C", "C", "C", "C", "C", "O", "S", "H", "H", "H", "H", "H", "H", "H", "H"],
  "xyz": [[0.2261, -1.2579, 0.3309], [-1.1325, -1.3752, -0.1142], [-0.5434, 1.0084, 0.6209], [0.7060, 0.1068, 0.5605], [1.4962, 0.4495, -0.8472], [-3.2319, 0.3114, 0.2717], [-1.9341, 0.3013, -0.4035], [1.0088, -2.0201, 0.2376], [-1.4045, -2.2646, -0.6952], [-0.8404, 0.9080, 1.7117], [-0.6528, 2.1009, 0.4342], [1.3886, 0.0814, 1.4232], [1.6804, -0.4490, -1.3348], [2.4003, 1.0530, -0.6009], [0.8331, 1.0462, -1.5949]],
  "atomic_forces_ev_per_a": [[-4.67, -0.66, -1.96], [4.54, 0.83, 0.10], [-1.38, 0.07, 2.78], [0.59, 1.54, -2.75], [-1.28, 2.61, 1.46], [-0.47, 0.51, 0.55], [1.86, -2.33, 0.32], [-0.71, -0.16, 0.31], [-0.47, 0.37, 0.56], [-0.45, 0.11, -1.17], [1.27, -0.72, -0.19], [-0.22, 0.80, -0.27], [0.98, -1.52, -0.85], [-0.54, -0.59, -0.51], [0.95, -0.86, 1.61]],
  "homo_lumo_gap_ev": 9.5,
  "relative_energy_kcal_mol": 63.4
}



Record 5
{
  "formula": "C5H8OS2",
  "method": "ωB97M-V/def2-TZVPD",
  "symbols": ["O", "C", "C", "S", "C", "C", "S", "C", "H", "H", "H", "H", "H", "H", "H", "H"],
  "xyz": [[-1.1758, 2.1132, 0.2582], [-0.6725, 0.8943, -0.2705], [-1.8502, -0.1740, -0.3446], [-1.1620, -1.9032, 0.0223], [0.5100, -1.1168, -0.0518], [1.6434, -0.5201, 0.6947], [3.0851, 0.0155, -0.2788], [0.2880, 0.2072, 0.6541], [-1.7324, 2.4931, -0.4428], [-0.1976, 0.9987, -1.2393], [-2.2999, -0.2089, -1.3527], [-2.6265, 0.0954, 0.3858], [0.7292, -1.0370, -1.1039], [1.8738, -0.8366, 1.7121], [3.7318, -1.1274, -0.2823], [-0.1444, 0.1066, 1.6395]],
  "atomic_forces_ev_per_a": [[-0.02, 0.03, -0.83], [-0.16, -0.37, 0.56], [0.06, -0.35, -0.39], [0.54, 0.73, 0.28], [-1.45, -0.56, 0.07], [0.46, 0.41, 0.50], [-0.87, 0.69, 0.33], [0.82, -0.43, -0.61], [0.20, 0.03, 0.49], [-0.12, 0.35, -0.34], [0.14, 0.10, 0.45], [0.31, -0.17, -0.16], [0.00, 0.41, -0.23], [0.03, 0.15, -0.25], [0.28, -0.75, 0.05], [-0.22, -0.27, 0.08]],
  "homo_lumo_gap_ev": 9.4,
  "relative_energy_kcal_mol": 71.5
}



Record 6
{
  "formula": "C5H8OSi",
  "method": "ωB97M-V/def2-TZVPD",
  "symbols": ["O", "Si", "C", "C", "C", "C", "C", "H", "H", "H", "H", "H", "H", "H", "H"],
  "xyz": [[-2.4810, 1.3570, -0.6337], [-1.1756, 1.5776, 0.3262], [-0.0277, 0.0517, 0.2733], [0.9434, -0.2561, 1.1313], [1.7798, -1.2739, 0.5791], [1.3795, -1.5539, -0.6867], [0.0264, -0.7745, -0.9769], [-3.3290, 1.4014, -0.2889], [-1.2004, 1.9512, 1.8486], [-0.4332, 2.8070, -0.4095], [0.9507, 0.2435, 2.1187], [2.5406, -1.7132, 1.1802], [1.8024, -2.2795, -1.4023], [0.1241, -0.0595, -1.8631], [-0.9000, -1.4790, -1.1963]],
  "atomic_forces_ev_per_a": [[1.72, -0.24, -0.54], [2.90, 0.92, 0.41], [-2.57, 1.44, -0.75], [-1.26, 1.13, 1.15], [-0.01, -0.55, -1.07], [-1.21, -0.30, -0.32], [1.27, -0.66, -0.77], [-2.48, 0.05, 0.88], [-0.64, -0.22, -1.26], [-0.74, -1.36, 0.89], [0.63, -0.54, -0.61], [0.77, -0.40, -0.17], [-0.21, 0.41, 0.68], [-0.11, -1.08, 0.86], [1.95, 1.39, 0.62]],
  "homo_lumo_gap_ev": 9.1,
  "relative_energy_kcal_mol": 0.6
}



Values for calculated total energy, eV, ordered as above
-15546.758 -30987.056 -18194.883 -18194.553 -29029.579 -15238.936